No. 1
7 unconnected molecules or ions with the total composition C25H33F6O20P at a distorted geometry, computed with ωB97M-V/def2-TZVPD.

Values from the calculation:
**Electronic energy**: -3417.7477 a.u.
**Maximum force**: 3.655 eV/Å
**Structure (SMILES)**: O=C1OC[C@@H](F)O1.O=C1OC[C@@H](F)O1.O=C1OC[C@@H](F)O1.O=C1OC[C@@H](F)O1.O=C1OC[C@@H](F)O1.O=C1OC[C@@H](F)O1.CC(=O)OCCCCCP
**Frontier orbital gap**: 0.3145 hartree

Last column: Mulliken charge in e.
Element x y z (Å)
1 H 3.525 -1.442 4.814  0.292
2 H 1.085 -1.441 -1.618  0.197
3 C -3.419 5.341 1.076  -0.001
4 F -2.603 4.580 -0.997  -0.225
5 H -2.751 6.548 -0.622  0.222
6 O 3.031 -0.995 2.118  -0.257
7 H -2.813 2.410 5.600  0.150
8 H -0.472 4.207 1.839  0.201
9 C -2.275 1.134 -0.448  -0.020
10 O -4.155 0.460 7.776  -0.305
11 H -3.515 4.276 1.307  0.091
12 F -5.144 0.670 5.767  -0.283
13 C 7.292 -1.273 1.168  -0.500
14 H -3.253 0.815 -0.964  0.375
15 C 2.843 -3.828 -3.426  -0.307
16 O -2.482 0.397 9.296  -0.512
17 O -2.527 -3.617 -7.641  -0.312
18 C 6.063 -2.349 -0.359  0.726
19 C 2.521 -0.321 3.254  0.521
20 O -4.646 5.998 1.364  -0.362
21 C -4.341 1.303 6.656  0.349
22 H -2.205 2.262 -0.643  -0.199
23 H -2.672 0.649 5.439  0.158
24 H -2.604 5.756 1.670  0.200
25 C -2.893 0.717 8.222  0.608
26 O -6.448 6.486 0.091  -0.502
27 C -2.438 0.757 1.094  -0.330
28 H 5.384 -0.209 1.218  -0.109
29 H -0.725 -2.247 1.454  0.006
30 O 2.715 -3.126 1.425  -0.445
31 F 3.711 -4.636 -5.457  -0.281
32 O 1.598 -3.180 -3.186  -0.202
33 H 1.782 -1.222 5.075  0.327
34 H 8.292 -1.093 0.764  0.302
35 O 5.879 -1.022 -0.605  -0.304
36 O 5.601 -3.224 -1.026  -0.497
37 C -1.092 0.368 -1.206  -0.800
38 C -2.955 1.459 6.115  -0.144
39 H 1.043 0.961 -0.916  0.484
40 F 6.802 0.839 0.255  -0.313
41 H 3.529 -2.662 -5.144  0.284
42 H -3.065 -2.270 -6.149  0.252
43 C -3.251 5.603 -0.388  0.260
44 H -4.808 2.239 6.975  0.287
45 H -1.649 0.029 1.479  0.162
46 C -2.146 -3.365 -8.923  0.646
47 O 2.315 -2.563 3.576  -0.342
48 H 7.337 -1.211 2.256  0.297
49 O -1.805 -2.056 -9.099  -0.311
50 C 0.939 -3.146 -4.375  0.567
51 O 6.835 -2.553 0.746  -0.343
52 P -0.215 -2.592 0.143  -0.079
53 C -5.332 6.078 0.189  0.578
54 C 3.038 -3.606 -4.892  0.333
55 C -2.318 -1.377 -7.971  0.285
56 O 1.715 -3.602 -5.395  -0.321
57 F -1.485 -0.350 -7.669  -0.280
58 C 6.261 -0.360 0.584  0.762
59 H -1.316 -2.672 -0.794  0.068
60 H 1.522 0.066 3.034  0.111
61 H 0.226 0.635 0.685  -0.890
62 H -0.863 0.975 -2.157  0.306
63 O -2.119 -4.187 -9.788  -0.515
64 O -0.184 -2.755 -4.507  -0.523
65 C -2.291 -2.424 -6.903  -0.035
66 O -4.581 5.640 -0.862  -0.297
67 F 3.355 0.705 3.557  -0.335
68 C 2.691 -2.307 2.292  0.595
69 H 2.758 -4.886 -3.167  0.251
70 O -2.159 1.391 7.293  -0.319
71 H -3.315 -0.989 -8.197  0.272
72 C 2.552 -1.373 4.318  -0.574
73 H 0.530 2.825 1.111  0.229
74 O -2.433 2.032 1.847  -0.313
75 C -0.031 3.174 2.034  -0.815
76 C 0.896 -1.213 -0.513  -0.193
77 H 1.925 -1.172 -0.009  -0.178
78 O -1.031 1.587 3.581  -0.523
79 H -3.447 0.248 1.296  0.322
80 H -1.479 -0.635 -1.581  0.214
81 H 0.752 3.316 2.857  0.340
82 H -1.322 -2.492 -6.402  0.036
83 C -1.196 2.212 2.508  0.750
84 C 0.281 0.275 -0.391  0.850
85 H 3.640 -3.384 -2.827  0.131

No. 2
2 unconnected molecules or ions with the total composition C21H15F3NO7S4 at a distorted geometry, computed with ωB97M-V/def2-TZVPD.

Values from the calculation:
**Charge**: -1
**Electronic energy**: -3283.0069 a.u.
**Maximum force**: 2.686 eV/Å
**Frontier orbital gap**: 0.2351 hartree

Last column: Mulliken charge in e.
Element x y z (Å)
1 C 1.924 -1.071 2.214  -0.919
2 C -0.770 -0.317 1.907  -0.395
3 O 0.770 0.493 -1.472  -0.676
4 C -2.780 1.770 -2.249  -0.581
5 C -3.420 1.276 -1.109  -0.391
6 C 0.577 -1.732 -2.863  -0.809
7 H -1.435 1.280 -3.873  0.421
8 H -1.816 -0.078 1.806  0.566
9 C -1.827 -0.418 -2.600  -0.324
10 S -1.166 -3.917 5.601  -0.146
11 H -4.048 1.934 -0.511  0.357
12 C -1.172 -2.874 7.108  0.731
13 C 0.220 0.395 1.268  -0.460
14 H 6.634 0.099 -3.050  0.347
15 F 0.045 -2.871 7.749  -0.223
16 C 5.640 -0.137 -2.673  -0.296
17 C -2.421 -0.898 -1.431  -0.089
18 H -0.056 1.227 0.629  0.247
19 O -1.638 -2.852 -3.569  -0.677
20 C 1.571 0.031 1.434  -0.369
21 F -2.126 -3.379 7.971  -0.240
22 C 3.754 -1.635 -2.496  -0.393
23 H 5.387 1.828 -1.750  0.346
24 H 5.678 -2.212 -3.327  0.358
25 C 5.085 -1.409 -2.879  -0.770
26 C 4.931 0.861 -1.993  -0.801
27 O 1.178 -4.306 3.387  -0.610
28 C -0.425 -1.353 2.754  0.348
29 H -2.866 2.828 -2.520  0.353
30 S 1.246 -0.884 -1.594  1.551
31 C -1.356 -1.960 3.706  0.288
32 H 1.296 -2.301 -3.438  0.184
33 H -3.673 -0.387 0.258  0.506
34 O -2.557 -1.818 3.870  -0.633
35 H 2.942 -1.470 2.286  0.397
36 C -1.966 0.916 -2.996  -0.087
37 C 2.998 -0.601 -1.945  -0.186
38 H -2.238 -1.922 -1.111  0.368
39 C -3.229 -0.041 -0.682  -0.653
40 C 0.899 -1.710 2.892  0.696
41 O 1.220 -1.797 -0.456  -0.516
42 O 2.033 -2.619 5.082  -0.618
43 F -1.486 -1.592 6.822  -0.216
44 S -0.951 -1.580 -3.660  1.297
45 C 3.598 0.626 -1.640  0.047
46 O -0.837 -0.865 -4.922  -0.721
47 H 2.386 0.573 0.966  0.495
48 H 3.259 -2.602 -2.584  0.383
49 N -0.515 -2.731 4.547  -0.102
50 S 1.111 -3.035 4.042  1.144
51 H 3.015 1.379 -1.115  0.475

No. 3
A molecular structure, C24H30GeN9OS2Ti, computed with ωB97M-V/def2-TZVPD.

Values from the calculation:
**Charge**: -1
**Electronic energy**: -5223.4218 a.u.
**Maximum force**: 0.523 eV/Å
**Frontier orbital gap (spin up / spin down)**: 0.2177 / 0.2177 hartree

Last column: Mulliken charge in e.
Element x y z (Å)
1 H -4.658 0.652 -1.785  0.379
2 C 0.680 3.625 -0.614  -1.372
3 C -0.074 1.528 3.984  -0.770
4 C -0.364 -5.702 0.175  -0.154
5 H -0.838 2.256 -2.449  -0.053
6 H -2.257 -1.361 -0.393  0.524
7 C -1.595 -1.176 -3.762  -1.289
8 H -0.519 -1.344 -3.713  0.338
9 C -0.138 0.567 2.987  0.321
10 C 2.773 -0.464 -1.794  -0.514
11 C -0.600 -5.040 1.330  -0.732
12 C 0.009 -4.982 -1.003  -0.937
13 H 0.189 2.550 3.739  0.437
14 N 0.915 0.335 -2.451  -0.098
15 H -4.532 0.309 -3.518  0.368
16 H 1.410 3.943 -1.350  0.425
17 N 1.695 1.535 -4.306  -1.006
18 C -0.479 -3.609 1.374  0.209
19 H -0.959 -2.155 4.848  0.448
20 S 5.275 -0.914 1.709  -0.357
21 C -0.666 -0.149 5.616  -0.601
22 H 1.766 1.836 -0.107  0.651
23 H 3.479 -1.019 -1.201  0.604
24 H -1.892 2.447 2.002  0.505
25 H 0.420 -3.036 -1.769  0.304
26 H -2.560 2.607 -2.483  0.414
27 H -0.448 -6.781 0.139  0.353
28 C 4.130 1.747 1.490  -1.009
29 H 0.777 1.949 -4.163  0.338
30 C -1.163 2.788 1.277  -0.020
31 H -2.091 -2.139 -3.624  0.353
32 C -1.693 -0.438 -0.592  -0.572
33 C -1.351 3.978 0.600  -0.824
34 N 1.890 0.685 -3.227  1.002
35 C -0.345 1.163 5.302  -0.713
36 H -0.875 -5.547 2.244  0.477
37 C -0.035 1.991 1.029  -0.486
38 N -0.478 -1.585 2.194  1.829
39 H -2.233 4.572 0.805  0.369
40 N 1.457 -0.394 -1.505  0.560
41 H 4.540 1.609 2.489  0.399
42 H -0.588 5.339 -0.885  0.392
43 C 3.693 -0.590 1.333  0.131
44 H -4.552 -1.019 -2.346  0.374
45 N 0.139 0.735 1.627  1.106
46 O 3.256 0.675 1.158  -0.004
47 S 2.479 -1.771 1.094  -0.363
48 N -0.698 -2.922 2.459  -1.442
49 N -0.095 -2.933 0.232  0.391
50 C -0.722 -1.126 4.624  -0.794
51 C -0.433 4.408 -0.355  -0.441
52 H -1.770 2.052 -3.959  0.338
53 H -1.846 -0.806 -4.759  0.365
54 H 0.200 -5.489 -1.937  0.408
55 H -0.294 1.911 6.084  0.376
56 C -4.195 -0.003 -2.526  -1.417
57 H 3.509 2.640 1.440  0.203
58 H 1.671 0.968 -5.148  0.264
59 C 0.882 2.435 0.074  0.084
60 C -1.790 1.938 -2.871  -0.996
61 N 3.075 0.226 -2.880  -1.017
62 Ti 0.131 -0.882 0.485  -0.911
63 H -0.869 -0.422 6.645  0.368
64 C 0.130 -3.632 -0.910  -0.385
65 C -0.463 -0.763 3.310  0.214
66 Ge -2.226 0.079 -2.376  0.982
67 H 4.955 1.809 0.780  0.369
68 H -2.136 0.308 0.084  0.306

No. 4
A gas-phase ion, C4H12N2 (charge +3) at a distorted geometry, computed with ωB97M-V/def2-TZVPD.

Values from the calculation:
**Charge**: +3
**⟨S²⟩**: 0.7534
**Electronic energy**: -267.7535 a.u.
**Maximum force**: 4.513 eV/Å
**Spin multiplicity**: 2
**Frontier orbital gap (spin up / spin down)**: 0.4269 / 0.2887 hartree

Last column: Löwdin spin population.
Element x y z (Å)
1 C 0.312 -0.227 -0.825  0.080
2 C -1.905 0.549 -0.008  0.483
3 H -2.666 0.814 2.094  -0.001
4 H 0.048 0.220 -1.836  0.016
5 H 3.027 -1.489 0.549  0.000
6 H 3.547 -0.838 -0.982  0.000
7 N -2.938 0.784 1.095  0.046
8 H -2.510 0.426 -0.944  0.009
9 H 2.279 1.002 -0.985  0.004
10 H -0.283 0.331 1.400  0.002
11 H 2.162 -1.835 -0.832  0.001
12 H -3.305 1.737 0.921  0.009
13 H -3.663 0.019 1.243  0.009
14 H 1.700 0.597 0.582  0.000
15 C 1.865 0.168 -0.392  0.018
16 H 0.198 -1.341 -0.995  0.042
17 C -0.609 0.161 0.248  0.282
18 N 2.740 -1.079 -0.333  0.000

Which of these has the highest electronic energy?
C4H12N2